Density functional theory data (ωB97M-V with the def2-TZVPD basis set) for a cluster of 8 separate species, C30H81N5O13 in total at a distorted geometry.

Atoms and positions in Å:
C -3.5180 -2.6689 -3.9359
O -2.0798 -2.7680 -3.9659
C -1.6271 -3.7417 -3.0168
C -0.1214 -3.9774 -3.1780
N 0.7364 -2.8429 -2.8778
C 0.8465 -1.9385 -4.0334
C 1.8480 -0.8170 -3.7400
O 3.2181 -1.2887 -3.4965
C 4.1502 -0.3885 -3.9871
H -3.8753 -2.5303 -2.8765
H -3.9002 -3.6201 -4.3690
H -3.7444 -1.7491 -4.5035
H -2.0509 -4.7312 -3.2644
H -1.9828 -3.4636 -1.9902
H 0.0338 -4.3311 -4.1901
H 0.0739 -4.8273 -2.4681
H 1.5914 -3.1304 -2.4312
H -0.1278 -1.4809 -4.2101
H 1.1685 -2.5197 -4.9143
H 1.5889 -0.2823 -2.8313
H 1.8262 -0.1566 -4.5860
H 4.0398 -0.2613 -5.0707
H 5.1435 -0.7397 -3.8299
H 3.9273 0.5338 -3.4702
C 2.1281 -3.0187 2.0171
O 2.0217 -4.3719 1.5410
C 1.8722 -4.6036 0.2292
C 3.2007 -4.4169 -0.5111
N 3.0389 -4.6913 -1.9733
C 4.2407 -4.5856 -2.7210
C 3.8362 -4.8884 -4.1569
O 4.9558 -4.9818 -4.9765
C 4.6553 -5.2162 -6.3334
H 1.1256 -2.5511 2.0604
H 2.8355 -2.3764 1.4084
H 2.5684 -3.0974 3.0091
H 1.0629 -4.0055 -0.2865
H 1.5860 -5.6755 0.1392
H 3.9389 -5.1422 -0.0714
H 3.5787 -3.3892 -0.3820
H 2.5787 -5.6157 -1.9603
H 4.9572 -5.3276 -2.3838
H 4.6480 -3.6112 -2.6506
H 3.1914 -4.1157 -4.5631
H 3.2914 -5.7844 -4.0930
H 4.2375 -6.1837 -6.4863
H 5.5771 -5.1223 -6.8709
H 4.0266 -4.3809 -6.6289
C -2.9109 0.5257 -2.0968
O -3.6330 1.5040 -1.4376
C -4.6707 2.0625 -2.2207
C -5.3915 3.1514 -1.4185
N -5.9521 2.6091 -0.2282
C -6.2936 3.6057 0.7443
C -6.9782 2.9754 1.9255
O -7.0339 3.8988 3.0311
C -7.7872 3.4815 4.1131
H -2.0624 0.2288 -1.4611
H -2.5065 0.8865 -3.0435
H -3.5733 -0.3422 -2.2831
H -5.2697 1.2420 -2.5409
H -4.1691 2.5950 -3.0109
H -6.2822 3.4830 -1.9948
H -4.6777 3.9976 -1.1990
H -5.3005 1.9848 0.2195
H -6.9272 4.4370 0.3516
H -5.3670 4.1452 1.1420
H -6.5249 2.0186 2.2136
H -8.0262 2.6680 1.5374
H -8.8555 3.3711 3.9297
H -7.6193 4.2242 4.8848
H -7.4371 2.5069 4.5282
C 5.1952 1.0532 7.4367
O 5.4728 1.7623 6.2289
C 4.6208 1.4649 5.1761
C 4.9176 2.5099 4.1176
N 4.2646 2.1798 2.8657
C 4.0671 3.2174 1.8817
C 3.3017 2.6979 0.6519
O 3.9758 1.5615 0.1362
C 3.1054 0.6136 -0.5059
H 4.1879 1.4062 7.7505
H 6.0108 1.2360 8.1789
H 5.0852 -0.0416 7.2909
H 3.5609 1.5419 5.5061
H 4.8877 0.4806 4.8152
H 6.0116 2.5366 4.0304
H 4.5575 3.4652 4.5917
H 4.8968 1.4717 2.4401
H 5.0095 3.6623 1.5196
H 3.4022 4.0106 2.2439
H 3.1664 3.4404 -0.1349
H 2.3577 2.4278 1.0110
H 2.4323 0.1866 0.3093
H 3.6274 -0.2678 -0.9394
H 2.5311 1.1559 -1.2894
C 0.3978 5.9139 0.8475
O -0.5030 5.0505 0.2529
C -0.8908 4.0218 1.1338
C -2.1371 3.4057 0.5178
N -2.4349 1.9896 1.1464
C -3.1391 2.1702 2.3874
C -3.5899 0.8402 2.9495
O -4.6033 0.3293 2.0806
C -4.6452 -1.0792 2.0439
H 0.1341 6.2082 1.8766
H 0.5248 6.7424 0.1463
H 1.3812 5.4131 0.9650
H -0.9834 4.3404 2.1924
H -0.2511 3.1438 1.1027
H -1.8086 3.2175 -0.5510
H -3.0688 3.9853 0.5194
H -3.0101 1.5671 0.4201
H -4.0096 2.8331 2.3787
H -2.5016 2.5260 3.1832
H -3.9863 1.0753 3.9374
H -2.7154 0.1361 3.0246
H -5.1180 -1.4355 1.0902
H -5.2158 -1.5713 2.8937
H -3.6532 -1.5180 2.0886
O -0.7499 -2.1374 -0.1578
H -0.5805 -1.3311 0.4212
H -0.3278 -2.0672 -1.0717
O 2.0949 0.0621 3.0046
H 1.7299 -0.1261 3.8794
H 2.7993 0.7709 3.1287
O -0.3647 0.0961 1.6480
H -0.9491 0.8450 1.3663
H 0.4602 0.4236 2.0365

Its net charge is 0. The total energy comes out at -66484.326 eV. As for the spin multiplicity: 1. Its HOMO-LUMO gap is 8.863 eV. The calculation puts the energy above the lowest of the compared OMol25 structures with the same formula, charge and spin at 19.3 kcal/mol. The structure (SMILES) is COCCNCCOC.COCCNCCOC.COCCNCCOC.COCCNCCOC.COCCNCCOC.O.O.O. As for the highest occupied orbital energy: -8.3 eV.

Atom charges from the Mulliken analysis, given in e for atoms 1 to 8: atom 1 (C): -0.800, atom 2 (O): -0.243, atom 3 (C): -0.607, atom 4 (C): -0.562, atom 5 (N): 0.446, atom 6 (C): -0.732, atom 7 (C): -0.677, atom 8 (O): 0.055